This record from OMol25 describes a 2-piece molecular cluster, C3H8O2 overall. The level of theory is ωB97M-V/def2-TZVPD.

```
13
Properties=species:S:1:pos:R:3:nbo_charge:R:1
O 2.6796 -0.0559 -0.9642 -0.50
C 3.8482 0.2211 -1.0400 0.27
H 4.4154 0.0888 -1.9714 0.12
H 4.3461 0.5836 -0.1247 0.11
C -2.1521 -0.6603 0.8066 -0.07
O -2.0560 -0.3637 -0.6088 -0.71
C -1.9981 0.6322 1.6068 -0.65
H -1.3527 -1.3714 0.9985 0.16
H -3.1039 -1.1254 1.0390 0.18
H -1.1712 0.0258 -0.6152 0.46
H -0.9632 0.9281 1.6856 0.20
H -2.5491 0.6244 2.5481 0.22
H -2.5573 1.3807 1.0489 0.22
```

Structure (SMILES)   C=O.CCO
Frontier orbital gap   0.3998 Ha
Net charge   0
Energy relative to the best compared isomer or geometry (same formula, charge and spin)   179.3 kJ/mol
E   -269.52660 Ha